No. 1
Formula: C5H9NO
Source: the Open Molecules 2025 dataset
Level of theory: ωB97M-V with the def2-TZVPD basis set

ORCA input file:
```
! wB97M-V def2-TZVPD RIJCOSX def2/J DEFGRID3
* xyz 0 1
C 0.46718 -1.76663 0.36043
C -0.05984 -0.34273 0.21133
C -1.54904 -0.24742 0.53096
C 1.03179 2.46499 0.42676
O 1.59150 1.85614 -0.59476
C 0.86171 1.04472 -1.49280
N 0.14407 0.07246 -1.17334
H -0.05990 -2.44752 -0.31532
H 0.32357 -2.10692 1.39134
H 1.53668 -1.80863 0.13179
H -1.73132 -0.56815 1.56172
H -1.91224 0.77993 0.42022
H -2.12581 -0.88756 -0.14442
H -0.07597 2.33345 0.28888
H 0.49428 0.29379 0.92022
H 1.06333 1.33010 -2.52298
*
```

Output
HOMO-LUMO gap ... 9.30 eV
HOMO energy ... -9.0 eV
Energy relative to the best compared isomer or geometry (same formula, charge and spin) ... 4.4506 eV

---

No. 2
Formula: C5H9NO
Source: the Open Molecules 2025 dataset
Level of theory: ωB97M-V with the def2-TZVPD basis set

ORCA input file:
```
! wB97M-V def2-TZVPD RIJCOSX def2/J DEFGRID3
* xyz 0 1
C 1.41049 -1.30735 0.22856
C 0.02898 -0.71514 0.45738
O -0.16927 -0.72857 1.85616
C -0.14591 0.74880 -0.05457
C -0.39156 0.97044 -1.55422
C -1.31577 1.23209 0.69544
N -2.26549 1.43818 1.32481
H 1.63493 -1.46003 -0.83166
H 1.45210 -2.27773 0.73392
H 2.18043 -0.66882 0.67472
H -0.72467 -1.34014 -0.05163
H -1.03948 -0.33679 2.04906
H 0.73249 1.32205 0.26711
H -0.74906 1.99306 -1.71712
H -1.15926 0.28958 -1.93629
H 0.52106 0.84039 -2.14168
*
```

Output
HOMO-LUMO gap ... 11.49 eV
HOMO energy ... -10.6 eV
Structure (SMILES) ... C[C@@H](O)[C@@H](C)C#N
Energy relative to the best compared isomer or geometry (same formula, charge and spin) ... 1.0460 eV